Record 1
Here is C30H28As2BF4LuN3O8 as an isolated structure from OMol25. Energies are from ωB97M-V with the def2-TZVPD basis set.

Geometry (Å):
Lu: -0.86 1.70 -0.31
N: 6.81 8.57 0.38
C: 5.95 7.80 0.28
C: 4.91 6.86 0.13
C: 3.80 7.05 -0.69
C: 2.77 6.14 -0.73
C: 2.71 5.11 0.18
C: 3.77 4.96 1.10
C: 4.90 5.73 1.00
C: 1.59 4.13 0.17
C: 1.85 2.80 0.54
C: 3.08 2.08 0.43
C: 2.91 0.85 1.09
C: 1.55 0.73 1.35
N: 0.83 1.83 0.98
C: 0.35 4.61 -0.38
C: -0.18 5.94 -0.57
C: -1.29 5.83 -1.43
C: -1.30 4.48 -1.86
N: -0.54 3.69 -1.05
H: 3.73 7.91 -1.29
H: 1.96 6.29 -1.47
H: 3.66 4.16 1.90
H: 5.76 5.56 1.62
H: 4.01 2.57 0.26
H: 3.64 0.03 1.13
H: 1.04 -0.07 1.88
H: 0.24 6.86 -0.22
H: -1.91 6.66 -1.76
H: -1.93 4.13 -2.69
F: -2.64 2.14 0.95
B: -3.77 2.12 -0.15
F: -4.65 1.13 0.06
F: -4.31 3.33 -0.31
F: -2.90 1.67 -1.20
C: 0.18 1.17 -2.99
O: -0.47 0.26 -2.05
C: -0.87 -1.01 -2.63
O: -1.00 -1.23 -3.82
C: -0.95 -1.95 -1.55
C: -1.27 -3.30 -1.72
As: 0.36 -4.29 -1.02
C: -0.24 -6.14 -1.14
C: -0.16 -4.06 0.90
C: -0.68 -2.88 1.31
As: -1.60 -1.48 0.22
C: -3.42 -2.07 0.62
C: -0.58 -2.42 2.68
O: 0.30 -1.62 3.08
O: -1.58 -2.80 3.42
C: -1.38 -2.65 4.88
C: 0.27 -5.17 1.81
O: -0.25 -5.47 2.86
O: 1.42 -5.77 1.42
C: 1.65 -6.96 2.19
C: -2.53 -3.70 -2.38
O: -3.47 -2.90 -2.31
O: -2.62 -4.98 -2.84
C: -3.92 -5.54 -2.96
H: 0.48 2.02 -2.40
H: -0.46 1.40 -3.85
H: 1.11 0.67 -3.40
H: 0.19 -6.45 -2.08
H: -1.33 -6.17 -1.26
H: 0.10 -6.73 -0.29
H: -3.54 -3.15 0.82
H: -4.10 -1.77 -0.14
H: -3.72 -1.49 1.53
H: -1.93 -1.81 5.30
H: -0.33 -2.52 5.07
H: -1.69 -3.59 5.28
H: 0.76 -7.61 2.12
H: 1.96 -6.71 3.24
H: 2.48 -7.47 1.75
H: -3.91 -6.50 -2.46
H: -4.17 -5.60 -4.01
H: -4.66 -4.89 -2.52

Output
Net charge: +1
Frontier orbital gap (spin up / spin down), eV: 6.08 / 5.57

Record 2
Here is C6H8 as an isolated structure from OMol25. Energies are from ωB97M-V with the def2-TZVPD basis set.

Geometry (Å):
C: -0.39 1.64 0.50
C: -0.81 0.44 -0.06
C: 0.98 1.54 -0.25
C: 0.56 0.09 -0.25
C: -2.03 -0.40 -0.07
C: 1.32 -1.08 0.23
H: 0.95 2.02 -1.21
H: 1.90 1.80 0.29
H: -2.03 -1.00 -0.97
H: -2.92 0.21 -0.04
H: -2.03 -1.08 0.79
H: 0.94 -1.43 1.20
H: 2.38 -0.86 0.32
H: 1.19 -1.90 -0.48

Output
Relative energy (zero: lowest compared OMol25 entry of this formula, charge and spin), eV: 3.164
Frontier orbital gap, eV: 8.93

Record 3
Here is C18H31CoN4O2S3 as an isolated structure from OMol25. Energies are from ωB97M-V with the def2-TZVPD basis set.

Geometry (Å):
Co: -0.01 0.67 -0.08
C: 4.17 -2.22 3.16
C: 4.52 -0.84 2.64
N: 3.97 -0.56 1.31
C: 4.91 -0.65 0.19
C: 5.06 -2.06 -0.35
C: 2.67 -0.30 1.15
S: 2.09 -0.13 -0.49
N: 1.99 -0.21 2.31
C: 0.69 -0.23 2.49
O: -0.25 -0.28 1.62
C: 0.24 -0.20 3.91
C: 1.15 -0.30 4.95
C: 0.72 -0.27 6.27
C: -0.63 -0.13 6.55
C: -1.55 -0.02 5.52
C: -1.12 -0.05 4.20
H: 4.60 -2.36 4.15
H: 4.56 -3.00 2.51
H: 3.09 -2.35 3.25
H: 5.59 -0.72 2.56
H: 4.15 -0.07 3.33
H: 5.86 -0.27 0.55
H: 4.57 0.03 -0.60
H: 5.49 -2.73 0.39
H: 5.71 -2.06 -1.22
H: 4.09 -2.46 -0.66
H: 2.20 -0.42 4.72
H: 1.44 -0.36 7.07
H: -0.97 -0.10 7.58
H: -2.60 0.10 5.74
H: -1.83 0.03 3.40
C: -1.42 -3.64 0.03
N: -1.37 -2.21 -0.21
C: -1.69 -1.64 -1.36
N: -2.14 -2.40 -2.36
S: -1.60 0.06 -1.65
H: -1.23 -3.81 1.08
H: -0.66 -4.17 -0.56
H: -2.41 -4.04 -0.20
H: -1.05 -1.62 0.55
H: -2.21 -3.40 -2.29
H: -2.35 -1.97 -3.24
C: -2.67 4.03 -0.73
C: -1.46 4.75 -0.16
S: -0.69 3.77 1.13
O: -0.09 2.60 0.38
C: 0.73 4.79 1.55
C: 1.70 5.06 0.42
H: -3.06 4.59 -1.58
H: -3.47 3.94 0.01
H: -2.41 3.03 -1.07
H: -1.75 5.69 0.33
H: -0.72 4.97 -0.92
H: 1.20 4.26 2.37
H: 0.29 5.71 1.97
H: 1.90 4.14 -0.14
H: 2.64 5.42 0.83
H: 1.33 5.82 -0.27

Output
2S+1: 4
Net charge: +1
Relative energy (zero: lowest compared OMol25 entry of this formula, charge and spin), eV: 0.000
Frontier orbital gap (spin up / spin down), eV: 8.85 / 8.98